This record from the OMol25 dataset describes one molecule with the formula C3H6I2O. The level of theory is ωB97M-V with the def2-TZVPD basis set.

Structure (XYZ):
```
12
Properties=species:S:1:pos:R:3:forces:R:3
C 0.697836 -0.695840 0.689913 -0.187 0.091 0.216
C 0.335080 0.532124 -1.476121 -0.301 0.101 -0.491
C 0.271952 0.548901 -0.024538 -0.617 -0.082 0.692
O -3.089079 1.296769 1.639654 0.532 -0.023 0.105
I -0.954471 -0.991715 -2.475963 0.282 0.320 0.241
I -1.122169 1.682249 0.972266 0.308 -0.372 -0.186
H 1.710767 -0.971282 0.401114 0.134 0.030 -0.103
H 0.047294 -1.538364 0.435351 0.047 -0.012 -0.037
H 0.656898 -0.555587 1.768240 0.093 -0.060 0.025
H 0.052928 1.472001 -1.937224 -0.076 -0.089 -0.096
H 1.334785 0.237568 -1.790982 -0.001 -0.016 -0.014
H -3.723623 1.718650 1.058983 -0.216 0.113 -0.353
```
Forces are in eV/Å.

Computed properties:
- Energy above the lowest of the compared OMol25 structures with the same formula, charge and spin: 74.7 kcal per mole
- LUMO energy (spin up / spin down): -1.3416 / -1.3632 eV
- Spin multiplicity: 1
- Orbital gap (spin up / spin down): 7.12 / 7.11 eV

Here are the Mulliken charges for atoms 1 to 2, given in e:
1. C -1.23
2. C -1.13